# 1
{
  "formula": "C27H48Cl2O21",
  "method": "ωB97M-V/def2-TZVPD",
  "elements": ["C", "C", "O", "C", "O", "O", "C", "H", "H", "H", "H", "H", "H", "H", "H", "C", "C", "O", "C", "O", "O", "C", "H", "H", "H", "H", "H", "H", "H", "H", "C", "C", "O", "C", "O", "O", "C", "H", "H", "H", "H", "H", "H", "H", "H", "C", "C", "O", "C", "O", "O", "C", "H", "H", "H", "H", "H", "H", "H", "H", "O", "C", "O", "C", "C", "O", "H", "H", "H", "H", "O", "C", "O", "C", "C", "O", "H", "H", "H", "H", "O", "C", "O", "C", "C", "O", "H", "H", "H", "H", "Cl", "C", "C", "Cl", "H", "H", "H", "H"],
  "positions_angstrom": [[25.287, -2.336, -12.451], [25.468, -1.033, -11.673], [26.825, -1.077, -11.241], [27.250, 0.127, -10.558], [26.601, 1.168, -10.487], [28.356, -0.142, -9.863], [28.695, 0.728, -8.763], [25.918, -2.320, -13.339], [24.277, -2.357, -12.859], [25.400, -3.210, -11.809], [24.724, -0.940, -10.882], [25.293, -0.239, -12.399], [29.621, 0.383, -8.304], [27.992, 0.699, -7.930], [28.976, 1.696, -9.178], [23.006, -4.324, -6.229], [23.273, -5.825, -6.355], [22.628, -6.326, -7.499], [21.352, -6.719, -7.454], [20.660, -6.748, -6.450], [20.960, -7.059, -8.612], [19.611, -7.317, -8.921], [23.091, -3.648, -7.080], [23.657, -3.996, -5.419], [21.970, -4.230, -5.903], [23.094, -6.396, -5.444], [24.347, -5.930, -6.504], [19.484, -7.898, -9.835], [19.065, -6.378, -9.012], [19.119, -7.872, -8.122], [26.954, -4.350, 6.070], [28.371, -4.232, 5.442], [28.719, -5.386, 4.663], [28.207, -5.505, 3.384], [27.497, -4.640, 2.825], [28.682, -6.682, 2.905], [28.069, -7.303, 1.765], [26.188, -4.146, 5.323], [26.803, -3.657, 6.898], [26.857, -5.371, 6.441], [29.017, -4.290, 6.318], [28.464, -3.331, 4.836], [27.053, -7.659, 1.939], [28.654, -8.127, 1.358], [28.002, -6.553, 0.976], [39.220, 7.139, 4.887], [39.241, 5.806, 5.669], [38.569, 4.763, 4.959], [37.441, 4.204, 5.417], [36.796, 4.606, 6.367], [37.092, 3.217, 4.590], [35.729, 2.836, 4.512], [38.261, 7.657, 4.887], [39.482, 6.925, 3.850], [39.905, 7.890, 5.280], [38.832, 5.919, 6.673], [40.282, 5.557, 5.877], [35.695, 1.917, 3.927], [35.123, 3.646, 4.107], [35.462, 2.371, 5.462], [36.086, -3.535, 8.090], [35.815, -4.011, 6.977], [34.619, -4.541, 6.637], [34.552, -4.755, 5.254], [35.971, -4.551, 4.805], [36.676, -4.351, 6.030], [34.244, -5.774, 5.021], [33.915, -4.022, 4.760], [36.050, -3.572, 4.332], [36.436, -5.378, 4.270], [32.444, -2.476, -0.297], [31.482, -1.947, -0.837], [30.829, -0.905, -0.234], [29.678, -0.586, -1.046], [29.598, -1.730, -1.953], [30.821, -2.381, -1.857], [28.730, -0.579, -0.509], [29.953, 0.286, -1.640], [29.587, -1.356, -2.977], [28.709, -2.282, -1.647], [26.125, 4.343, -2.474], [26.602, 5.238, -3.148], [25.893, 6.302, -3.529], [26.637, 7.144, -4.347], [28.048, 6.659, -4.115], [27.880, 5.430, -3.589], [26.533, 6.963, -5.417], [26.658, 8.188, -4.036], [28.750, 7.185, -3.468], [28.485, 6.563, -5.109], [27.999, 2.922, 5.812], [28.143, 4.270, 4.603], [27.037, 5.309, 4.706], [27.222, 6.178, 6.263], [28.159, 3.915, 3.573], [29.136, 4.686, 4.770], [26.064, 4.832, 4.586], [27.068, 6.067, 3.923]],
  "forces_ev_per_angstrom": [[-0.7168, 0.4829, 0.0150], [-0.2674, -0.8073, -1.5156], [1.2979, 3.1673, 1.9334], [-2.3562, -0.2336, 0.3773], [1.3623, -2.2770, -0.5672], [-0.1342, -0.6353, -0.0538], [0.9707, 0.1965, -0.3643], [0.3705, -0.3450, 0.3216], [-0.2193, -0.0281, 0.1579], [0.3219, -0.0157, -0.2469], [0.4071, 0.0658, 0.3718], [0.2041, 0.3933, 0.2961], [0.0527, -0.6172, -0.4835], [-0.5576, 0.3736, -0.6011], [-0.7363, 0.2799, 0.3632], [-0.8399, -0.4705, 1.3508], [0.9898, 1.2239, -0.1823], [-0.0686, -0.8622, -1.0748], [-0.3774, 0.6618, 3.7278], [0.5798, 0.1776, -0.4087], [0.4283, -0.7589, -3.6232], [-1.3640, -0.0504, 0.8605], [0.5288, -0.6609, -0.3275], [-0.1003, 0.4120, 0.0190], [-0.0523, 0.2492, 0.2344], [-0.7174, 0.1845, -0.0563], [-0.0090, -0.3515, -0.5342], [0.7096, 0.1989, 0.0011], [0.1097, 0.0836, -0.1234], [0.1842, -0.0350, 0.1335], [0.3738, -0.1371, -0.9717], [-1.2639, -0.0963, 0.7896], [-0.6304, -0.4751, -1.7408], [-0.8526, 2.0060, 0.0835], [2.0688, -3.0420, 1.4064], [-0.4954, 0.1798, 0.4922], [-0.4472, 1.1352, -0.9383], [-0.0606, -0.1580, 0.0404], [0.2631, 0.0365, -0.0374], [-0.1773, 0.0304, 0.0660], [0.5997, 0.3185, -0.5428], [0.2504, -0.0181, 0.2159], [0.0726, 0.0627, 0.4993], [0.3827, 0.1605, 0.7123], [-0.0679, 0.0103, -0.0913], [-0.3809, -0.4404, -0.0892], [-0.1106, 1.2894, 0.8872], [0.5526, -0.5398, -0.3876], [-0.9858, 1.3533, 0.8190], [0.5958, -0.6149, -0.8049], [1.0407, 0.2967, -0.5454], [0.2436, -1.3706, 0.7751], [-0.2778, -0.4125, 0.0294], [0.0969, 0.1251, -0.0237], [0.3344, -0.3783, 0.1583], [-0.4825, 0.0215, -0.1534], [0.0113, -0.6200, -0.5963], [0.2016, 0.5127, -0.8761], [-0.1729, -0.2595, 0.3688], [-0.6672, 1.0377, 0.4387], [-0.9205, -1.1689, -3.7972], [0.6247, -0.3656, 4.1168], [-1.0906, 0.9574, 0.9485], [-0.1843, -0.6726, -0.8825], [0.9050, 0.9447, 0.0201], [1.2808, 0.5165, -0.0534], [-0.4138, 0.1030, 0.3257], [-0.3169, -0.2018, 0.2240], [0.1968, -0.4141, -0.8368], [-0.0983, 0.3046, -0.0823], [-1.5008, 1.2341, -1.7962], [2.1747, -0.7537, 4.5955], [-0.3385, 0.0079, -0.2684], [1.0099, 1.0601, 0.5142], [-1.0920, 0.1521, -2.0251], [0.1790, -1.7402, -1.3725], [0.5148, 0.9376, 0.5035], [-0.5537, 0.5241, 0.6003], [-0.8526, -0.4343, -0.1190], [0.4529, -0.9921, -0.5949], [1.7639, 1.5661, -1.6935], [-0.6569, -1.0470, 1.4068], [-1.6863, 0.3950, 0.0835], [1.9288, 0.9567, -0.1192], [1.4691, 1.3017, -1.4675], [-0.6719, -4.1618, 1.7455], [-1.2593, 0.3466, 0.1375], [-1.1005, -0.0207, -0.2608], [-0.3687, 0.6336, 0.0173], [0.5935, 0.0198, 0.1501], [-0.1712, 0.5469, -0.7809], [0.3045, 0.2593, -0.2891], [0.3044, -0.2554, 0.3032], [-0.4600, -0.0283, -0.1602], [-0.1956, -0.6298, 0.1804], [-0.2292, 0.2016, 0.1771], [-0.0410, 0.0303, 0.5937], [0.4843, -0.1291, -0.0282]],
  "e_tot_ev": -96816.5422,
  "relative_energy_kj_mol": 0.0,
  "orbital_gap_ev": 10.57,
  "smiles": "CCOC(=O)OC.CCOC(=O)OC.CCOC(=O)OC.CCOC(=O)OC.O=C1OCCO1.O=C1OCCO1.O=C1OCCO1.ClCCCl"
}


# 2
{
  "formula": "C24H26N4O3S2",
  "method": "ωB97M-V/def2-TZVPD",
  "elements": ["C", "O", "C", "C", "C", "C", "C", "C", "N", "C", "S", "C", "C", "O", "N", "C", "N", "C", "C", "C", "C", "C", "C", "S", "N", "C", "C", "C", "C", "C", "O", "C", "C", "H", "H", "H", "H", "H", "H", "H", "H", "H", "H", "H", "H", "H", "H", "H", "H", "H", "H", "H", "H", "H", "H", "H", "H", "H", "H"],
  "positions_angstrom": [[1.638, -0.920, 7.069], [1.183, -1.714, 6.001], [0.719, -1.098, 4.881], [0.645, 0.280, 4.698], [0.149, 0.793, 3.514], [-0.287, -0.043, 2.490], [-0.769, 0.550, 1.252], [-0.237, 1.604, 0.545], [-0.974, 1.860, -0.558], [-1.949, 0.986, -0.540], [-3.253, 0.902, -1.703], [-2.305, 0.624, -3.252], [-2.067, -0.858, -3.324], [-2.840, -1.642, -3.821], [-0.948, -1.330, -2.671], [0.159, -0.641, -2.249], [0.589, 0.463, -2.739], [1.723, 0.901, -2.131], [2.377, 2.177, -2.598], [3.806, 1.868, -3.060], [1.574, 2.764, -3.760], [2.405, 3.187, -1.447], [2.176, 0.082, -1.144], [1.147, -1.287, -0.941], [-1.878, 0.158, 0.541], [-2.851, -0.849, 0.901], [-2.768, -2.054, 0.020], [-3.637, -2.548, -0.907], [-3.031, -3.712, -1.439], [-1.837, -3.837, -0.800], [-1.669, -2.840, 0.090], [-0.192, -1.423, 2.673], [0.300, -1.941, 3.850], [0.839, -0.286, 7.468], [1.960, -1.618, 7.840], [2.486, -0.294, 6.772], [0.967, 0.962, 5.469], [0.088, 1.864, 3.383], [0.645, 2.170, 0.764], [-2.961, 0.940, -4.059], [-1.394, 1.213, -3.206], [-0.932, -2.338, -2.552], [4.280, 2.774, -3.432], [4.404, 1.478, -2.239], [3.796, 1.131, -3.859], [1.510, 2.052, -4.578], [2.051, 3.673, -4.119], [0.567, 3.003, -3.431], [1.390, 3.410, -1.128], [2.877, 4.111, -1.776], [2.965, 2.796, -0.600], [3.039, 0.186, -0.520], [-3.853, -0.422, 0.803], [-2.671, -1.123, 1.945], [-4.581, -2.130, -1.188], [-3.429, -4.348, -2.201], [-1.050, -4.562, -0.870], [-0.473, -2.095, 1.877], [0.379, -3.006, 3.997]],
  "forces_ev_per_angstrom": [[0.0751, 0.1458, 0.1824], [-0.1313, -0.1408, -0.3007], [-0.0536, -0.0187, -0.1558], [0.2084, -0.1220, 0.3407], [-0.1376, -0.1672, -0.1920], [0.0114, 0.0129, 0.2424], [0.2515, 0.4503, -0.1156], [-0.1471, -0.4178, 0.3209], [-0.3253, 0.2348, -0.2927], [-0.1740, 0.1539, -0.2967], [-0.1190, 0.2698, -0.2348], [-0.3168, 0.0414, 0.3897], [0.1889, 0.1118, -0.0553], [-0.2340, -0.0401, -0.2278], [-0.2094, -0.6786, -0.0585], [0.8495, -0.2362, 0.7820], [-0.3724, -0.1053, -0.6535], [0.3870, -0.2540, 0.5513], [0.0768, 0.1641, -0.0703], [-0.1963, 0.0644, 0.0452], [0.1292, -0.0639, 0.1342], [-0.0086, -0.1173, -0.1589], [-0.0772, -0.1628, -0.0916], [-0.3014, 0.5411, -0.5383], [0.3268, 0.3266, -0.0169], [-0.0289, -0.4792, -0.0491], [-0.8786, 0.1211, -0.2977], [0.3613, 0.2190, 0.5675], [0.5088, -0.1616, 0.2221], [-0.4604, -0.4792, -0.5892], [0.2556, 0.2859, 0.4055], [0.0980, 0.0900, 0.0974], [0.0692, -0.0060, 0.2527], [0.0374, -0.0159, -0.0260], [-0.0109, 0.0931, -0.0254], [-0.0434, -0.0135, 0.0076], [0.0337, 0.0282, 0.0925], [-0.0401, 0.0965, -0.0010], [0.2589, 0.0443, 0.1357], [0.0544, -0.0759, -0.0017], [-0.1226, 0.0176, -0.0959], [-0.1576, 0.1834, -0.0723], [0.0932, 0.1177, -0.0423], [0.1005, -0.0549, 0.0744], [0.0314, -0.0834, -0.0815], [-0.0448, -0.0194, -0.1172], [0.0821, 0.1204, -0.0230], [-0.1466, 0.0429, -0.0284], [-0.1206, 0.0621, 0.0767], [0.0700, 0.1350, -0.0117], [0.0703, -0.0206, 0.1304], [0.2738, 0.0793, 0.0965], [0.1338, -0.1606, 0.1035], [-0.1296, 0.1089, -0.1225], [-0.1777, 0.1814, -0.0474], [-0.0064, -0.1794, -0.1838], [0.1478, -0.0777, 0.0631], [-0.0280, -0.0546, -0.0583], [0.0155, -0.1370, 0.0197]],
  "e_tot_ev": -59083.7130,
  "relative_energy_kj_mol": 105.3,
  "orbital_gap_ev": 8.32,
  "smiles": "COc1ccc(-c2cnc(SCC(=O)Nc3nc(C(C)(C)C)cs3)n2Cc2ccco2)cc1"
}


# 3
{
  "formula": "HNO2S",
  "method": "ωB97M-V/def2-TZVPD",
  "elements": ["N", "O", "O", "S", "H"],
  "positions_angstrom": [[0.162, 0.683, 0.237], [3.018, 1.277, -0.094], [3.420, -1.121, 0.018], [2.459, -0.024, 0.038], [-0.495, -0.058, -0.013]],
  "forces_ev_per_angstrom": [[-0.7302, 0.9919, 0.3068], [-0.2352, 0.5914, -0.0020], [-1.2117, 0.8640, 0.0829], [2.5029, -1.8943, -0.2003], [-0.3258, -0.5530, -0.1874]],
  "e_tot_ev": -16432.0571,
  "relative_energy_kj_mol": 16.6,
  "orbital_gap_ev": [9.76, 9.89],
  "spin_multiplicity": 3
}


> Number 1 is which compound?

C27H48Cl2O21